This record from the Open Molecules 2025 dataset describes 11 unconnected molecules or ions with the total composition C42H66O21S. The level of theory is ωB97M-V with the def2-TZVPD basis set.

Positions of all 130 atoms, in Å:
1 C -4.38 1.86 0.31
2 S -3.95 3.42 -0.51
3 O -2.86 3.10 -1.50
4 C -5.40 3.63 -1.53
5 H -3.56 1.66 1.04
6 H -4.46 1.06 -0.44
7 H -5.31 2.01 0.87
8 H -6.32 3.79 -0.97
9 H -5.51 2.72 -2.15
10 H -5.11 4.52 -2.07
11 O -0.98 -3.92 -2.29
12 C -0.80 -4.65 -1.35
13 O -1.20 -4.30 -0.13
14 C -0.95 -5.39 0.81
15 C 0.19 -6.28 0.15
16 C -0.08 -5.95 -1.30
17 H -1.88 -6.00 0.81
18 H -0.69 -4.96 1.77
19 H 0.02 -7.34 0.35
20 H 1.20 -5.92 0.47
21 H -0.67 -6.69 -1.85
22 H 0.83 -5.78 -1.85
23 O -2.52 -1.78 2.37
24 C -2.14 -0.82 2.94
25 O -2.36 0.42 2.54
26 C -1.84 1.42 3.44
27 C -1.30 0.67 4.64
28 C -1.15 -0.82 4.15
29 H -2.71 2.07 3.70
30 H -0.97 1.92 3.03
31 H -1.95 0.64 5.53
32 H -0.33 1.17 4.96
33 H -1.50 -1.50 4.93
34 H -0.20 -1.02 3.66
35 O 0.12 4.15 3.69
36 C 0.28 4.42 2.55
37 O -0.66 4.35 1.58
38 C -0.14 4.79 0.32
39 C 1.38 4.83 0.47
40 C 1.53 5.06 1.97
41 H -0.52 5.80 0.21
42 H -0.50 4.20 -0.50
43 H 1.71 5.66 -0.08
44 H 1.85 3.89 0.26
45 H 1.58 6.08 2.24
46 H 2.37 4.58 2.41
47 O 1.19 3.33 -2.62
48 C 0.27 3.47 -3.33
49 O -0.58 2.46 -3.54
50 C -1.65 2.87 -4.45
51 C -1.60 4.40 -4.48
52 C -0.12 4.67 -4.12
53 H -2.58 2.51 -4.05
54 H -1.36 2.47 -5.39
55 H -2.39 4.88 -3.82
56 H -1.84 4.75 -5.47
57 H 0.07 5.55 -3.50
58 H 0.48 4.81 -5.02
59 O 2.20 -2.33 -1.92
60 C 1.49 -2.15 -2.94
61 O 0.77 -1.04 -3.05
62 C 0.16 -0.98 -4.37
63 C 0.16 -2.42 -4.91
64 C 1.42 -3.00 -4.17
65 H 0.65 -0.28 -5.01
66 H -0.87 -0.65 -4.29
67 H 0.25 -2.56 -6.02
68 H -0.71 -2.99 -4.63
69 H 2.33 -3.03 -4.78
70 H 1.21 -3.96 -3.67
71 O 5.62 4.42 5.29
72 C 4.93 3.69 4.68
73 O 5.27 3.25 3.40
74 C 4.30 2.32 2.89
75 C 3.58 1.77 4.17
76 C 3.65 2.99 5.12
77 H 4.84 1.63 2.21
78 H 3.53 2.79 2.29
79 H 4.06 0.88 4.63
80 H 2.56 1.39 4.04
81 H 3.56 2.85 6.17
82 H 2.79 3.63 4.81
83 O 1.37 -4.98 2.94
84 C 1.95 -3.95 2.74
85 O 2.16 -3.53 1.50
86 C 3.04 -2.37 1.44
87 C 2.86 -1.73 2.83
88 C 2.53 -2.96 3.77
89 H 2.69 -1.70 0.62
90 H 4.03 -2.67 1.22
91 H 2.03 -0.97 2.75
92 H 3.79 -1.31 3.21
93 H 1.81 -2.79 4.54
94 H 3.40 -3.50 4.21
95 O 4.74 0.20 0.02
96 C 4.47 0.17 -1.14
97 O 5.13 -0.61 -2.05
98 C 4.57 -0.54 -3.36
99 C 3.78 0.81 -3.35
100 C 3.31 0.94 -1.84
101 H 3.84 -1.32 -3.54
102 H 5.34 -0.51 -4.18
103 H 2.98 0.88 -4.04
104 H 4.42 1.67 -3.41
105 H 2.46 0.29 -1.59
106 H 3.00 1.91 -1.43
107 O 0.78 1.74 1.19
108 C 0.21 0.84 0.68
109 O 0.09 -0.42 1.18
110 C -0.45 -1.29 0.16
111 C -1.34 -0.38 -0.68
112 C -0.56 0.97 -0.60
113 H -0.92 -2.17 0.64
114 H 0.36 -1.67 -0.48
115 H -2.29 -0.12 -0.14
116 H -1.66 -0.73 -1.70
117 H -1.28 1.82 -0.52
118 H 0.13 1.19 -1.40
119 O -6.19 -4.32 -2.17
120 C -5.64 -3.93 -1.17
121 O -6.18 -3.03 -0.31
122 C -5.21 -2.69 0.71
123 C -4.41 -3.96 0.86
124 C -4.35 -4.43 -0.58
125 H -5.69 -2.29 1.65
126 H -4.60 -1.88 0.32
127 H -5.06 -4.64 1.45
128 H -3.43 -3.77 1.27
129 H -4.23 -5.48 -0.80
130 H -3.57 -3.91 -1.21

Calculated values
Frontier orbital gap ... 9.74 eV
Molar mass ... 939.0 g/mol
Charge ... 0
E_HOMO ... -9.559 eV
LUMO ... 0.1813 eV

Mulliken population analysis, charges in e, atoms 1 to 8:
1. C -0.3102
2. S 0.3902
3. O -0.4629
4. C -1.0959
5. H -0.4311
6. H 0.2638
7. H 0.6037
8. H 0.3924

=====

This record from the Open Molecules 2025 dataset describes 3 unconnected molecules or ions with the total composition C42H67BIN3O8S3. The level of theory is ωB97M-V with the def2-TZVPD basis set.

Positions of all 125 atoms, in Å:
1 C -4.36 1.03 4.04
2 C -3.11 0.60 3.49
3 C -1.78 -0.08 2.74
4 C -1.68 0.62 1.22
5 O -2.08 1.97 1.57
6 S -2.19 2.80 0.10
7 O -2.89 2.10 -1.07
8 O -2.97 4.11 0.38
9 C -0.30 3.05 -0.13
10 C 0.08 3.73 1.31
11 C 1.26 4.83 1.37
12 C 1.28 5.38 2.96
13 S 3.07 5.53 3.59
14 C 2.89 5.51 5.49
15 S 2.81 7.01 6.29
16 N 2.82 4.14 6.12
17 C 1.42 3.57 6.13
18 C 0.05 4.48 6.38
19 C -1.45 3.77 6.41
20 C -1.63 2.12 6.19
21 C -0.24 1.25 5.93
22 C 1.26 1.93 5.88
23 C 3.37 4.13 7.54
24 C 2.56 4.66 8.88
25 C 3.14 4.65 10.41
26 C 4.66 4.02 10.66
27 C 5.46 3.46 9.34
28 C 4.88 3.50 7.80
29 B -0.29 4.15 -1.33
30 N -1.49 4.57 -2.21
31 O 0.97 4.84 -1.78
32 C 0.43 1.56 -0.44
33 C 0.49 1.27 -2.08
34 O 1.48 2.04 -2.85
35 C 1.26 1.68 -4.27
36 C 1.97 1.81 0.00
37 C 3.25 0.99 -0.47
38 O 4.36 1.19 0.32
39 I 3.79 -0.34 -2.10
40 C -0.35 0.30 0.37
41 C 0.77 -0.65 1.18
42 O 1.59 -1.50 0.26
43 O 1.81 -2.67 0.86
44 N -0.91 -0.65 -0.71
45 C -1.46 -1.95 -0.29
46 C -0.74 -3.23 -1.10
47 H -5.37 1.29 4.60
48 H -0.85 0.22 3.39
49 H -2.00 -1.23 2.70
50 H -2.69 0.22 0.72
51 H 0.33 2.83 2.06
52 H -0.85 4.25 1.84
53 H 2.35 4.47 1.18
54 H 1.10 5.81 0.74
55 H 0.71 4.56 3.60
56 H 0.76 6.42 3.07
57 H 0.09 5.65 6.54
58 H -2.41 4.41 6.61
59 H -2.71 1.61 6.25
60 H -0.37 0.08 5.76
61 H 2.20 1.26 5.70
62 H 1.46 5.11 8.73
63 H 2.53 5.06 11.35
64 H 5.07 3.97 11.77
65 H 6.54 3.00 9.50
66 H 5.47 3.09 6.87
67 H -1.70 5.58 -1.98
68 H -1.14 4.51 -3.20
69 H 1.03 4.65 -2.77
70 H -0.61 1.40 -2.52
71 H 0.83 0.16 -2.34
72 H 0.12 1.72 -4.56
73 H 1.80 2.49 -4.94
74 H 1.64 0.59 -4.50
75 H 2.22 2.93 -0.35
76 H 2.04 1.86 1.19
77 H 1.41 -0.06 1.96
78 H 0.27 -1.51 1.84
79 H 1.90 -3.32 0.11
80 H -1.69 -0.17 -1.25
81 H -2.59 -2.01 -0.66
82 H -1.50 -2.22 0.84
83 H -0.58 -4.16 -0.42
84 H -1.42 -3.49 -2.04
85 H 0.26 -2.80 -1.57
86 C 4.83 -4.62 -8.32
87 C 4.44 -3.43 -7.47
88 C 4.43 -3.73 -5.97
89 C 3.43 -4.80 -5.52
90 C 1.97 -4.51 -5.87
91 C 1.43 -3.26 -5.20
92 H 4.12 -5.45 -8.21
93 H 4.85 -4.34 -9.38
94 H 5.83 -4.98 -8.05
95 H 3.46 -3.05 -7.79
96 H 5.15 -2.61 -7.65
97 H 4.24 -2.80 -5.42
98 H 5.44 -4.05 -5.67
99 H 3.52 -4.92 -4.43
100 H 3.71 -5.77 -5.95
101 H 1.36 -5.36 -5.55
102 H 1.84 -4.44 -6.96
103 H 1.50 -3.33 -4.12
104 H 0.37 -3.12 -5.46
105 H 1.97 -2.36 -5.53
106 C -3.40 -5.39 -3.35
107 C -4.29 -4.16 -3.44
108 C -5.26 -4.03 -2.26
109 C -6.28 -5.17 -2.13
110 C -7.17 -5.39 -3.36
111 C -8.05 -4.19 -3.69
112 H -3.99 -6.31 -3.38
113 H -2.71 -5.42 -4.20
114 H -2.81 -5.39 -2.43
115 H -4.83 -4.16 -4.39
116 H -3.64 -3.27 -3.45
117 H -5.78 -3.07 -2.34
118 H -4.68 -3.98 -1.33
119 H -6.92 -4.96 -1.27
120 H -5.76 -6.10 -1.90
121 H -7.82 -6.25 -3.17
122 H -6.56 -5.65 -4.23
123 H -8.70 -3.94 -2.85
124 H -8.68 -4.41 -4.55
125 H -7.45 -3.31 -3.94

Calculated values
Frontier orbital gap ... 7.16 eV
Molar mass ... 975.9 g/mol
Charge ... 0
E_HOMO ... -8.146 eV
LUMO ... -0.9903 eV

Mulliken population analysis, charges in e, atoms 1 to 8:
1. C -0.9354
2. C -0.1147
3. C 0.1447
4. C -0.3405
5. O -0.4348
6. S 1.2507
7. O -0.6172
8. O -0.7478